No. 1
Density functional theory data (the ωB97M-V functional and the def2-TZVPD basis) for C23H15BeN7O8 as an isolated structure.

Positions of all 54 atoms, in Å:
Be 0.0252 0.4623 -0.2608
C 0.6955 -2.0782 2.7432
C 0.2326 -0.7566 2.1732
O 0.0485 -0.7769 0.8980
C 0.0105 0.3050 3.0125
C -0.5706 1.5379 2.5411
C -1.1084 2.5518 3.5140
N -0.6567 1.6900 1.2697
N -1.3534 2.7731 0.7634
C -1.4847 2.5215 -0.5099
O -1.0311 1.4739 -1.1008
C -2.2406 3.5055 -1.3392
C -2.5842 4.7605 -0.8413
C -3.2896 5.6577 -1.6275
C -3.6648 5.3118 -2.9208
C -3.3212 4.0635 -3.4219
C -2.6081 3.1673 -2.6377
H 1.5726 -2.4248 2.1932
H -0.0944 -2.8235 2.6130
H 0.9413 -2.0058 3.8028
H 0.1915 0.1782 4.0716
H -0.9128 2.2450 4.5416
H -2.1830 2.6782 3.3714
H -0.6512 3.5255 3.3309
H -2.2860 5.0092 0.1684
H -3.5449 6.6349 -1.2333
H -4.2151 6.0149 -3.5356
H -3.6043 3.7886 -4.4315
H -2.3110 2.1968 -3.0127
O 2.1833 -1.2810 -2.5219
C 1.1556 -1.4402 -1.8735
O 0.2530 -0.5995 -1.5891
C 0.8745 -2.8634 -1.3689
C 1.8424 -3.8442 -1.5200
C 1.5859 -5.1240 -1.0530
C 0.3958 -5.4736 -0.4469
C -0.5498 -4.4724 -0.3284
C -0.3369 -3.1755 -0.7632
N -1.8392 -4.8221 0.2947
O -2.7034 -3.9750 0.3307
O -1.9726 -5.9539 0.7295
N 2.6072 -6.1718 -1.2164
O 2.3870 -7.2649 -0.7244
O 3.6019 -5.9040 -1.8562
H 2.7773 -3.5885 -1.9973
H 0.2132 -6.4723 -0.0883
H -1.0727 -2.3978 -0.6239
N 1.6726 1.2149 -0.1146
C 2.7624 1.5284 0.0907
C 4.0763 1.9377 0.3445
C 4.8582 1.2527 1.2972
N 5.5113 0.7094 2.0828
C 4.6231 3.0429 -0.3382
N 5.0920 3.9510 -0.8812

Maximum force, eV Å⁻¹: 0.53
HOMO, eV: -2.029
Net charge: -2
Orbital gap, eV: 5.47
2S+1: 1
E_LUMO, eV: 3.44



No. 2
Density functional theory data (the ωB97M-V functional and the def2-TZVPD basis) for C23H15Br3N6O3V as an isolated structure in a non-equilibrium geometry.

Positions of all 51 atoms, in Å:
V 0.4417 -0.0464 -0.3158
C -1.4042 -0.0080 2.6250
C 0.0860 -0.0430 2.7899
C 0.6337 -0.0730 4.0907
C 1.9776 -0.1150 4.2791
C 2.8374 -0.1444 3.1616
C 4.2505 -0.1800 3.2235
Br 5.1320 -0.2033 4.9011
C 4.9929 -0.1889 2.0854
C 4.3697 -0.1809 0.8237
Br 5.4280 -0.1674 -0.7316
C 2.9996 -0.1834 0.6796
O 2.3704 -0.1690 -0.4603
C 2.2278 -0.1303 1.8943
N 0.8558 -0.0548 1.7200
H -1.8888 -0.0442 3.5979
H -1.7392 -0.8632 2.0377
H -1.7240 0.9013 2.1155
H -0.0392 -0.0607 4.9382
H 2.3952 -0.1308 5.2777
H 6.0728 -0.2018 2.1447
N -3.7080 0.7169 -0.9171
C -2.8366 -0.2272 -0.5825
N -1.6432 0.3227 -0.4764
C -1.8621 1.6429 -0.7804
N -3.1137 1.9278 -1.0474
C -0.7120 2.5492 -0.7672
C -0.7941 3.9065 -0.9850
N 0.2683 4.7070 -0.9674
C 1.4389 4.0953 -0.7213
C 1.5610 2.7493 -0.4899
N 0.4744 1.9250 -0.4952
H -4.6949 0.6208 -1.0908
H -3.0835 -1.2700 -0.4514
H -1.7626 4.3535 -1.1801
H 2.3249 4.7189 -0.7145
H 2.5193 2.2863 -0.3068
Br 0.4766 -0.3174 -2.9933
C -1.0464 -1.4611 -3.0640
C -2.0330 -1.1233 -3.9756
C -3.1669 -1.9185 -4.0675
C -3.2804 -3.0482 -3.2668
C -2.2691 -3.3677 -2.3713
C -1.1360 -2.5679 -2.2313
C -0.1576 -2.9546 -1.1236
O 0.0766 -4.1336 -0.9726
O 0.2213 -1.9880 -0.3537
H -1.9148 -0.2512 -4.6047
H -3.9458 -1.6619 -4.7752
H -4.1513 -3.6863 -3.3491
H -2.3249 -4.2579 -1.7564

Maximum force, eV Å⁻¹: 1.85
HOMO (alpha / beta), eV: -6.817 / -7.636
Net charge: 0
Orbital gap (alpha / beta), eV: 6.17 / 6.84
2S+1: 4
E_LUMO (alpha / beta), eV: -0.65 / -0.80



No. 3
Density functional theory data (the ωB97M-V functional and the def2-TZVPD basis) for C23H15BrN3O4V as an isolated structure in a non-equilibrium geometry.

Positions of all 47 atoms, in Å:
V -0.8617 -0.3305 -0.5382
Br -1.4873 -0.1900 -2.9348
C -0.2548 -1.3228 -3.7646
C -0.2962 -1.5400 -5.0994
C 0.6133 -2.4914 -5.6254
C 1.4654 -3.1542 -4.7919
C 1.4805 -2.9006 -3.3925
C 2.3650 -3.5719 -2.5175
C 2.3643 -3.2719 -1.1874
C 1.5019 -2.2811 -0.6703
C 0.5841 -1.6201 -1.4591
C 0.5950 -1.9467 -2.8520
H -0.9933 -1.0198 -5.7429
H 0.6151 -2.6904 -6.6883
H 2.1506 -3.8924 -5.1907
H 3.0460 -4.3132 -2.9186
H 3.0466 -3.7750 -0.5146
H 1.6031 -2.0758 0.3866
O -1.1237 -1.3977 1.1208
C -0.1226 -0.7301 1.5796
N 0.4949 0.0203 0.6411
C 1.6414 0.7020 1.2636
O 2.4358 1.3579 0.6937
C 1.5771 0.2562 2.6961
C 2.4026 0.5952 3.7404
C 2.1006 0.0479 4.9876
C 1.0115 -0.8043 5.1739
C 0.1837 -1.1447 4.1109
C 0.5006 -0.5969 2.8826
H 3.2437 1.2608 3.5991
H 2.7272 0.2905 5.8359
H 0.8119 -1.2056 6.1580
H -0.6639 -1.8042 4.2402
C -1.8415 4.6956 1.7512
N -2.2063 3.6215 0.8205
C -3.3591 3.7057 0.0750
C -3.7763 2.7128 -0.7204
C -2.9622 1.5349 -0.7701
O -3.2853 0.4444 -1.2625
N -1.7153 1.5378 -0.1773
C -1.3527 2.5341 0.7444
O -0.3641 2.4891 1.4486
H -2.6270 5.4445 1.7092
H -0.8927 5.1420 1.4658
H -1.7568 4.3122 2.7638
H -3.9175 4.6225 0.2015
H -4.7016 2.7436 -1.2718

Maximum force, eV Å⁻¹: 1.70
HOMO (alpha / beta), eV: -11.476 / -11.503
Net charge: +1
Orbital gap (alpha / beta), eV: 6.23 / 7.02
2S+1: 2
E_LUMO (alpha / beta), eV: -5.25 / -4.49



No. 4
Density functional theory data (the ωB97M-V functional and the def2-TZVPD basis) for C23H15Co2N2O6 as an isolated structure in a non-equilibrium geometry.

Positions of all 48 atoms, in Å:
O -2.7985 1.7596 2.5186
C -1.6954 1.4326 2.6873
Co -0.3115 0.4325 3.3808
C -0.7772 0.1871 5.0824
O -1.1349 -0.0199 6.1550
C -0.8145 -1.1465 2.8277
O -1.2273 -2.2011 2.5595
C 1.0721 1.6167 3.4112
C 1.4349 0.3882 2.9996
C 2.5251 -0.3162 2.4186
C 2.6844 -1.8189 2.7710
C 3.5224 -2.4746 3.6933
C 3.5432 -3.8884 3.6895
C 2.7798 -4.6290 2.7729
C 1.8908 -3.9589 1.9307
C 1.8437 -2.5765 2.0062
Co 0.3578 2.7923 1.9494
C -0.5148 4.1682 2.5439
O -1.1060 5.0865 2.9465
C -0.4614 2.1526 0.5302
O -0.9955 1.7322 -0.3996
C 1.7387 3.6090 1.2722
O 2.6543 4.1802 0.8231
H 1.4494 2.1411 4.2798
H 3.5109 0.2197 2.4654
H 4.1208 -1.9160 4.4150
H 4.1769 -4.4318 4.3936
H 2.8432 -5.7220 2.7179
H 1.2590 -4.4593 1.2008
H 1.1899 -2.0300 1.3486
C -0.8950 -3.2265 -2.0865
C -0.0260 -2.0101 -1.8972
C 0.2250 -1.5269 -0.5885
C 1.2797 -0.6135 -0.3839
C 1.7784 0.0337 -1.5215
C 1.4595 -0.3239 -2.8259
C 0.5753 -1.3948 -3.0042
N 2.7442 0.9259 -1.0820
C 2.8539 0.8200 0.2440
N 2.1078 -0.1672 0.7132
H -1.2794 -3.2794 -3.1119
H -0.3194 -4.1453 -1.9022
H -1.7361 -3.2132 -1.3856
H -0.3967 -1.8749 0.2409
H 1.9177 0.1896 -3.6696
H 0.3389 -1.7726 -4.0025
H 3.3314 1.5408 -1.6277
H 3.5070 1.4105 0.8666

Maximum force, eV Å⁻¹: 5.57
HOMO, eV: -1.928
Net charge: -1
Orbital gap, eV: 4.44
2S+1: 1
E_LUMO, eV: 2.52



No. 5
Density functional theory data (the ωB97M-V functional and the def2-TZVPD basis) for C23H15I2N6OS4SbTi as an isolated structure in a non-equilibrium geometry.

Positions of all 53 atoms, in Å:
Ti 1.0247 -0.5220 0.4527
N -0.9032 1.5183 3.9170
C -0.4085 0.6245 3.0752
N 0.0325 0.9663 1.8741
C -0.4326 2.1167 1.3277
N -0.1646 2.3923 0.0802
N 0.5752 1.4082 -0.4283
C 0.9667 1.4105 -1.7122
C 1.9858 0.5174 -2.1256
C 2.6499 0.5391 -3.3647
C 3.8268 -0.2107 -3.5456
C 4.2359 -1.0431 -2.4932
C 3.5103 -1.1153 -1.3083
N 2.3929 -0.3935 -1.1384
C -1.1533 3.0664 2.1584
C -1.8536 4.1052 1.5360
C -2.7248 4.9087 2.3066
C -2.9435 4.5926 3.6713
C -2.2185 3.5589 4.2689
C -1.4017 2.7742 3.4867
H -1.0374 1.2946 4.9353
H -0.2286 -0.3827 3.4634
H 0.6347 2.2324 -2.3470
H 2.2754 1.2042 -4.1073
H 4.3805 -0.0536 -4.4428
H 5.1261 -1.6792 -2.6490
H 3.8576 -1.6594 -0.4414
H -1.5857 4.2835 0.4954
H -3.2742 5.7494 1.8405
H -3.7002 5.1276 4.2682
H -2.2898 3.3262 5.3418
I -3.9304 0.7452 -0.0284
C -2.9464 -0.7740 -1.1288
C -3.5794 -1.5067 -2.1348
C -2.9776 -2.6577 -2.6946
I -4.1632 -3.8341 -4.0021
C -1.6534 -3.0169 -2.3571
C -0.8677 -4.0271 -2.9640
C 0.4560 -4.2461 -2.6369
C 0.9792 -3.4832 -1.5373
N 0.3919 -2.3754 -1.1224
C -0.9230 -2.1915 -1.4285
C -1.5941 -1.1418 -0.7417
O -0.9748 -0.4868 0.1768
H -4.5383 -1.2640 -2.5899
H -1.3695 -4.7592 -3.5557
H 1.0731 -4.9374 -3.2142
H 1.9045 -3.6942 -1.0996
S 4.7362 -2.7453 2.8747
Sb 2.9175 -1.4116 3.1698
S 3.0795 0.3827 1.5631
S 1.0057 -2.3309 1.9588
S 1.8194 -0.9016 5.0971

Maximum force, eV Å⁻¹: 3.59
HOMO (alpha / beta), eV: -0.394 / -1.839
Net charge: -2
Orbital gap (alpha / beta), eV: 3.66 / 5.11
2S+1: 3
E_LUMO (alpha / beta), eV: 3.27 / 3.27



No. 6
Density functional theory data (the ωB97M-V functional and the def2-TZVPD basis) for C23H16Cl3N3O6SSc as an isolated structure.

Positions of all 53 atoms, in Å:
Sc -0.7241 0.9035 0.7301
O 2.6840 6.0306 1.0922
C 1.9852 4.8984 1.0973
C 1.1293 4.5398 2.1496
C 0.4670 3.3350 2.0391
N 0.6343 2.5408 0.9906
C 1.3942 2.8973 -0.0396
C 2.1061 4.0751 -0.0415
C 1.2559 1.9183 -1.1931
O 1.9682 1.9085 -2.1492
O 0.2318 1.0802 -0.9631
C -0.6031 2.8025 2.9755
O -0.8486 3.2860 4.0393
O -1.2204 1.7476 2.4293
H 2.5498 6.5376 1.9020
H 0.9609 5.1792 3.0047
H 2.7100 4.3749 -0.8837
Cl -10.0921 -2.9091 -5.6958
C -8.6978 -2.7264 -4.6871
C -7.5877 -2.0474 -5.1695
C -6.4715 -1.9223 -4.3624
C -6.4421 -2.4659 -3.0832
C -5.2140 -2.3153 -2.2039
C -5.3864 -1.0567 -1.3622
N -4.3232 -0.9343 -0.3761
C -4.3845 -1.3388 0.9364
C -3.1585 -1.1046 1.4722
N -2.3336 -0.5800 0.4916
C -3.0864 -0.4995 -0.6065
O -4.0087 -2.1313 -2.9150
C -3.3482 -3.3466 -3.3017
C -4.1266 -4.1764 -4.2707
C -4.1743 -3.9476 -5.6172
Cl -3.3372 -2.7097 -6.4651
S -5.2024 -5.0245 -6.4504
C -5.6710 -5.7604 -4.9778
C -4.9955 -5.2468 -3.9159
C -7.5804 -3.1208 -2.6325
Cl -7.5933 -3.8220 -1.0326
C -8.7123 -3.2693 -3.4136
H -7.5987 -1.6359 -6.1670
H -5.5917 -1.4204 -4.7403
H -5.1197 -3.1887 -1.5462
H -6.3361 -1.0425 -0.8324
H -5.3472 -0.1835 -2.0164
H -5.2864 -1.7411 1.3593
H -2.8210 -1.2579 2.4835
H -2.7596 -0.1599 -1.5797
H -3.1256 -3.9288 -2.3986
H -2.4078 -3.0158 -3.7424
H -6.3809 -6.5676 -4.9794
H -5.1235 -5.6013 -2.9040
H -9.5744 -3.8019 -3.0428

Maximum force, eV Å⁻¹: 0.61
HOMO, eV: -10.957
Net charge: +1
Orbital gap, eV: 6.79
2S+1: 1
E_LUMO, eV: -4.16



No. 7
Density functional theory data (the ωB97M-V functional and the def2-TZVPD basis) for C23H17Br4O2Zn as an isolated structure in a non-equilibrium geometry.

Positions of all 47 atoms, in Å:
C -7.1858 1.4946 2.0987
O -6.7673 0.3441 1.3189
C -5.4937 -0.1376 1.3991
C -4.4969 0.4374 2.2184
C -3.2016 -0.0397 2.1502
C -2.8318 -1.1061 1.2951
C -1.4623 -1.5706 1.2600
C -0.3626 -0.6809 1.2291
C 0.9764 -1.1748 1.3919
C 2.0553 -0.3414 1.5077
Br 3.7991 -1.0063 1.7660
C 1.9195 1.1509 1.4636
O 2.8642 1.9202 1.6087
C 0.5233 1.6210 1.2473
Br 0.2726 3.4788 1.1989
C -0.5135 0.7448 1.0924
C -3.8577 -1.6991 0.5085
C -5.1526 -1.2331 0.5639
H -8.2253 1.6428 1.8012
H -7.1327 1.2885 3.1767
H -6.5987 2.3917 1.8564
H -4.7297 1.2811 2.8641
H -2.4458 0.4404 2.7646
H -1.2763 -2.6000 1.5629
H 1.1443 -2.2493 1.4528
H -1.4919 1.1773 0.9220
H -3.6084 -2.4995 -0.1877
H -5.9353 -1.6584 -0.0548
Br 5.0229 -5.9496 2.1775
Zn 3.3826 -5.3418 3.5936
Br 1.6122 -5.0894 4.9520
C 0.4380 -5.5854 -0.4423
C 0.4023 -4.1822 -0.4988
C -0.9185 -3.7553 -0.1993
C -1.7174 -4.9206 0.1187
C -0.8536 -6.0715 -0.0703
C -1.3108 -7.3756 0.0959
C -2.6489 -7.5881 0.4616
C -3.4990 -6.4828 0.6335
C -3.0520 -5.1582 0.4694
H 1.2712 -6.2504 -0.6418
H 1.2402 -3.5403 -0.7938
H -1.2866 -2.7551 -0.4268
H -0.6157 -8.2075 -0.0215
H -3.0058 -8.6067 0.6275
H -4.5355 -6.6763 0.9191
H -3.7457 -4.3289 0.6132

Maximum force, eV Å⁻¹: 3.18
HOMO, eV: -3.036
Net charge: -1
Orbital gap, eV: 4.35
2S+1: 1
E_LUMO, eV: 1.31



No. 8
Density functional theory data (the ωB97M-V functional and the def2-TZVPD basis) for C23H17BrClF3MnN2O5S as an isolated structure in a non-equilibrium geometry.

Positions of all 54 atoms, in Å:
Mn 0.5938 0.0388 0.1488
O 0.6974 -6.5186 -0.1737
C 0.7705 -5.1465 -0.1951
C -0.3699 -4.3311 -0.2665
C -0.2161 -2.9676 -0.2805
N 0.9742 -2.3493 -0.2384
C 2.0411 -3.1455 -0.1948
Br 3.7253 -2.3002 -0.2298
C 2.0153 -4.5221 -0.1560
H -0.2326 -6.7629 -0.2601
H -1.3590 -4.7687 -0.3400
H -1.0751 -2.3141 -0.3281
H 2.9237 -5.0974 -0.1094
C -0.0945 -1.2242 4.1087
C -0.5989 -0.4305 2.9123
O -0.5053 -0.9519 1.7727
C -1.0854 0.9008 3.1336
C -1.4298 1.3574 4.4143
C -1.8982 2.6313 4.6308
C -2.0128 3.5150 3.5575
C -1.6457 3.1239 2.2945
C -1.1717 1.8151 2.0162
O -0.8239 1.5033 0.8283
H 0.3599 -2.1463 3.7534
H -0.9040 -1.4670 4.7979
H 0.6561 -0.6362 4.6338
H -1.3483 0.6847 5.2565
H -2.1662 2.9485 5.6310
H -2.3914 4.5172 3.7290
H -1.7206 3.8077 1.4582
Cl -1.3424 4.1945 -5.3376
C -0.5011 3.3244 -4.0845
C -0.6426 3.7181 -2.7630
C 0.0904 3.0851 -1.7849
C 0.9895 2.0431 -2.0936
C 1.8174 1.4312 -1.0878
C 1.0617 1.6449 -3.4435
C 0.3293 2.2697 -4.4277
H -1.3182 4.5270 -2.5132
H -0.0403 3.3686 -0.7512
H 2.1616 2.1396 -0.3266
H 2.6513 0.8683 -1.5181
H 1.7240 0.8318 -3.7059
H 0.4035 1.9420 -5.4560
S 3.0957 1.2099 3.9393
C 2.4987 0.6557 2.5703
N 2.0935 0.2273 1.5531
F -2.0677 0.2206 -3.8883
C -1.4214 -0.9540 -3.9676
F -2.3673 -1.9028 -3.7299
F -1.0914 -1.1059 -5.2720
C -0.1807 -1.1266 -2.9572
O 0.7260 -1.8176 -3.3805
O -0.3773 -0.5586 -1.8784

Maximum force, eV Å⁻¹: 2.44
HOMO (alpha / beta), eV: -0.205 / -0.968
Net charge: -2
Orbital gap (alpha / beta), eV: 4.04 / 4.81
2S+1: 6
E_LUMO (alpha / beta), eV: 3.84 / 3.84



No. 9
Density functional theory data (the ωB97M-V functional and the def2-TZVPD basis) for C23H17BrMnN4O8 as an isolated structure in a non-equilibrium geometry.

Positions of all 54 atoms, in Å:
Mn 0.0753 0.8397 -0.4830
O -4.2734 1.1439 2.5301
C -4.5643 0.1270 1.6751
C -5.7816 -0.5429 1.6820
C -6.0014 -1.5795 0.7894
C -5.0148 -1.9581 -0.1097
C -3.8025 -1.2887 -0.1152
C -3.5700 -0.2447 0.7703
C -2.2540 0.4970 0.7957
O -1.6359 0.4186 -0.4678
N -1.3804 -0.1083 1.8058
N -0.0759 -0.1065 1.4715
C 0.8156 -0.7740 2.0907
C 2.2058 -0.7077 1.7144
Br 2.6396 0.6734 0.4532
C 3.1475 -1.4690 2.2755
C 4.5814 -1.5516 2.0381
C 5.4087 -1.7962 3.1395
C 6.7804 -1.8780 2.9817
C 7.3419 -1.7581 1.7187
C 6.5270 -1.5622 0.6126
C 5.1553 -1.4563 0.7670
H -5.0435 1.3657 3.0659
H -6.5528 -0.2490 2.3852
H -6.9527 -2.0952 0.7978
H -5.1915 -2.7670 -0.8056
H -3.0301 -1.5695 -0.8202
H -2.4077 1.5481 1.0394
H -1.7425 -0.9248 2.2817
H 0.5750 -1.4122 2.9382
H 2.7796 -2.1057 3.0776
H 4.9707 -1.9039 4.1247
H 7.4125 -2.0465 3.8437
H 8.4138 -1.8373 1.5926
H 6.9630 -1.5025 -0.3761
H 4.5310 -1.3452 -0.1094
O -0.5687 4.7409 -1.0254
C -0.3337 3.5768 -1.1648
O -0.0313 2.7171 -0.2057
C -0.3814 2.8668 -2.5117
C -1.4060 3.0752 -3.4262
C -1.6158 2.1205 -4.4047
C -0.9410 0.9078 -4.4433
C 0.0757 0.7598 -3.5291
C 0.4480 1.7679 -2.6591
N 0.5656 -0.5701 -3.1926
O 0.7818 -1.3899 -4.0319
O 0.7021 -0.7831 -1.9610
N -2.7141 2.3282 -5.3781
O -3.3298 3.3623 -5.2949
O -2.8949 1.4476 -6.1883
H -2.0547 3.9375 -3.3472
H -1.2508 0.1191 -5.1147
H 1.3701 1.7243 -2.0805

Maximum force, eV Å⁻¹: 1.06
HOMO (alpha / beta), eV: -11.415 / -11.426
Net charge: +1
Orbital gap (alpha / beta), eV: 5.86 / 6.55
2S+1: 5
E_LUMO (alpha / beta), eV: -5.56 / -4.87